1.
C35H42GeNOPdSbSi as an isolated structure. Source: the OMol25 dataset; level of theory: wB97M-V/def2-TZVPD.

Values from the calculation:
E_HOMO (alpha / beta) in eV: -10.582 / -10.608
Charge: +1
Electronic energy in eV: -114920.488
Gap between HOMO and LUMO (alpha / beta) in eV: 7.32 / 6.14
Spin multiplicity: 2
Energy above the lowest of the compared OMol25 structures with the same formula, charge and spin in kJ/mol: 0.0

Cartesian coordinates (Å):
Pd: 0.16 0.25 -0.70
C: -2.29 2.17 -4.34
Si: -2.50 0.93 -2.96
C: -4.31 0.78 -2.49
C: -1.86 -0.73 -3.47
N: -1.44 1.54 -1.64
C: -1.50 2.77 -1.16
C: -2.66 3.61 -1.19
C: -2.69 4.83 -0.57
C: -1.54 5.30 0.08
C: -0.36 4.58 0.08
C: -0.33 3.34 -0.54
O: 0.81 2.60 -0.68
C: 2.00 3.04 -0.08
C: 2.73 4.04 -0.69
C: 3.95 4.41 -0.13
C: 4.41 3.77 1.01
C: 3.65 2.76 1.60
C: 2.43 2.39 1.05
H: -2.83 1.85 -5.22
H: -1.23 2.27 -4.61
H: -2.66 3.15 -4.06
H: -4.92 1.09 -3.33
H: -4.61 1.37 -1.63
H: -4.56 -0.26 -2.27
H: -2.51 -1.14 -4.24
H: -1.83 -1.43 -2.64
H: -0.85 -0.67 -3.88
H: -3.54 3.23 -1.68
H: -3.59 5.42 -0.57
H: -1.57 6.27 0.58
H: 0.52 4.97 0.56
H: 2.36 4.52 -1.59
H: 4.54 5.19 -0.59
H: 5.36 4.05 1.44
H: 4.01 2.26 2.49
H: 1.82 1.61 1.49
C: 4.19 0.12 -1.88
Sb: 2.39 -0.87 -1.36
C: 2.39 -2.33 -2.91
C: 3.18 -2.06 0.24
H: 4.90 -0.64 -2.20
H: 4.57 0.64 -1.00
H: 4.03 0.84 -2.68
H: 3.20 -3.04 -2.74
H: 2.53 -1.85 -3.87
H: 1.44 -2.86 -2.93
H: 3.64 -2.97 -0.14
H: 2.37 -2.32 0.91
H: 3.93 -1.49 0.77
C: -2.98 -1.27 0.11
Ge: -1.08 -1.35 0.44
C: -0.49 -0.10 1.81
C: -1.12 1.14 1.99
C: -0.70 2.01 2.98
C: 0.35 1.65 3.81
C: 0.99 0.42 3.65
C: 0.58 -0.44 2.65
C: -0.44 -3.15 0.69
C: 0.30 -3.74 -0.30
C: 0.67 -5.10 -0.23
C: 0.28 -5.85 0.84
C: -0.49 -5.29 1.88
C: -0.90 -6.06 3.00
C: -1.63 -5.50 4.00
C: -1.98 -4.14 3.95
C: -1.60 -3.37 2.89
C: -0.85 -3.92 1.82
H: -3.46 -1.60 1.03
H: -3.26 -1.95 -0.69
H: -3.32 -0.27 -0.13
H: -1.96 1.42 1.36
H: -1.20 2.96 3.12
H: 0.67 2.32 4.60
H: 1.80 0.14 4.31
H: 1.07 -1.40 2.54
H: 0.60 -3.17 -1.16
H: 1.26 -5.54 -1.02
H: 0.55 -6.90 0.90
H: -0.62 -7.11 3.03
H: -1.94 -6.10 4.85
H: -2.54 -3.70 4.76
H: -1.85 -2.31 2.88

---

2.
A 7-piece molecular cluster, C31H81N7O12 overall. Source: the OMol25 dataset; level of theory: wB97M-V/def2-TZVPD.

Values from the calculation:
SMILES: COCCNCCOC.COCCNCCOC.COCCNCCOC.COCCNCCOC.COCCNCCOC.NC(N)=O.O
E_HOMO in eV: -8.367
Charge: 0
Electronic energy in eV: -68454.715
Gap between HOMO and LUMO in eV: 9.05
Energy above the lowest of the compared OMol25 structures with the same formula, charge and spin in kJ/mol: 6.7

Cartesian coordinates (Å):
C: 1.91 -5.16 2.47
O: 1.83 -3.74 2.52
C: 1.85 -3.13 1.26
C: 0.44 -3.17 0.56
N: -0.63 -2.41 1.22
C: -1.64 -3.08 2.01
C: -2.62 -2.04 2.67
O: -3.35 -1.25 1.74
C: -4.49 -0.71 2.40
H: 2.52 -5.47 1.63
H: 0.88 -5.56 2.32
H: 2.35 -5.46 3.40
H: 2.59 -3.65 0.64
H: 2.31 -2.12 1.35
H: 0.29 -4.25 0.45
H: 0.53 -2.75 -0.46
H: -0.13 -1.72 1.77
H: -1.18 -3.66 2.83
H: -2.27 -3.73 1.38
H: -1.92 -1.44 3.25
H: -3.28 -2.59 3.34
H: -5.02 0.03 1.79
H: -4.20 -0.36 3.38
H: -5.22 -1.59 2.64
C: 0.83 -0.92 -2.06
O: 1.95 -1.78 -2.32
C: 1.65 -2.56 -3.47
C: 1.35 -4.00 -3.08
N: 2.46 -4.58 -2.34
C: 2.21 -5.87 -1.74
C: 3.50 -6.71 -1.45
O: 3.95 -6.49 -0.12
C: 4.90 -7.45 0.27
H: 0.74 -0.24 -2.91
H: 1.01 -0.43 -1.09
H: -0.12 -1.45 -1.92
H: 2.49 -2.50 -4.13
H: 0.73 -2.15 -3.99
H: 1.15 -4.64 -3.95
H: 0.41 -4.06 -2.55
H: 2.68 -3.87 -1.67
H: 1.65 -6.48 -2.52
H: 1.54 -5.80 -0.88
H: 4.33 -6.47 -2.13
H: 3.24 -7.78 -1.50
H: 4.58 -8.52 0.13
H: 5.21 -7.33 1.29
H: 5.80 -7.28 -0.31
C: 0.50 7.10 -2.44
O: -0.13 6.49 -1.30
C: 0.66 6.56 -0.08
C: 1.67 5.44 0.04
N: 2.17 5.42 1.40
C: 3.31 4.52 1.56
C: 3.65 4.44 3.07
O: 2.39 4.39 3.75
C: 2.46 3.65 4.90
H: 0.67 8.18 -2.23
H: -0.25 6.93 -3.25
H: 1.49 6.68 -2.80
H: -0.14 6.54 0.64
H: 1.12 7.54 -0.06
H: 2.60 5.53 -0.53
H: 1.25 4.50 -0.29
H: 1.45 5.11 2.00
H: 4.20 4.97 1.09
H: 3.14 3.48 1.16
H: 4.20 5.33 3.43
H: 4.25 3.55 3.27
H: 2.98 2.67 4.78
H: 1.41 3.34 5.10
H: 2.86 4.23 5.74
C: -1.18 -2.44 -6.33
O: -1.09 -3.76 -5.92
C: -2.33 -4.30 -5.53
C: -2.46 -4.35 -4.05
N: -2.51 -3.01 -3.44
C: -2.44 -2.88 -2.01
C: -2.69 -1.49 -1.59
O: -4.00 -1.09 -1.82
C: -4.12 0.27 -1.37
H: -1.84 -2.25 -7.22
H: -0.18 -2.08 -6.62
H: -1.45 -1.78 -5.51
H: -2.42 -5.34 -5.90
H: -3.15 -3.69 -5.98
H: -1.58 -4.88 -3.67
H: -3.39 -4.94 -3.85
H: -3.31 -2.47 -3.77
H: -1.45 -3.22 -1.68
H: -3.11 -3.62 -1.49
H: -2.06 -0.77 -2.19
H: -2.44 -1.32 -0.53
H: -3.51 0.84 -2.06
H: -3.65 0.28 -0.34
H: -5.13 0.68 -1.35
C: -0.31 2.72 -2.65
O: -0.95 2.72 -1.39
C: -1.78 3.85 -1.30
C: -2.52 3.76 0.09
N: -1.63 3.91 1.27
C: -2.23 3.68 2.62
C: -1.27 4.21 3.64
O: -1.17 5.59 3.36
C: -0.42 6.32 4.31
H: 0.57 2.10 -2.53
H: -0.10 3.78 -2.84
H: -0.97 2.38 -3.49
H: -2.51 3.85 -2.14
H: -1.14 4.73 -1.44
H: -3.05 2.77 0.11
H: -3.32 4.52 0.08
H: -1.31 4.89 1.25
H: -2.44 2.61 2.81
H: -3.10 4.35 2.85
H: -0.29 3.73 3.44
H: -1.63 4.13 4.62
H: 0.57 5.86 4.39
H: -0.92 6.28 5.28
H: -0.30 7.31 3.96
N: -0.72 0.58 0.89
C: 0.25 0.78 1.81
N: 0.89 2.06 1.78
O: 0.71 -0.08 2.62
H: -1.11 -0.32 0.72
H: -1.33 1.31 0.55
H: 0.28 2.76 1.31
H: 1.44 2.40 2.56
O: 2.13 0.23 5.01
H: 1.67 0.18 4.15
H: 1.81 -0.58 5.45

---

3.
C21H16ClGaNO2S3 as an isolated structure. Source: the OMol25 dataset; level of theory: wB97M-V/def2-TZVPD.

Values from the calculation:
E_HOMO (alpha / beta) in eV: -0.321 / -1.680
Charge: -2
Electronic energy in eV: -125029.348
Gap between HOMO and LUMO (alpha / beta) in eV: 5.16 / 6.51
Spin multiplicity: 2
Energy above the lowest of the compared OMol25 structures with the same formula, charge and spin in kJ/mol: 3.7

Cartesian coordinates (Å):
Ga: -1.02 0.17 -0.43
S: -3.09 -1.04 -0.75
C: -3.15 -1.96 0.74
C: -4.32 -2.67 1.05
C: -4.44 -3.44 2.20
C: -3.37 -3.52 3.08
C: -2.20 -2.82 2.80
C: -2.07 -2.04 1.64
S: -0.53 -1.21 1.38
H: -5.15 -2.60 0.36
H: -5.36 -3.97 2.40
H: -3.44 -4.11 3.99
H: -1.36 -2.86 3.48
Cl: 0.48 -4.01 -2.94
C: -0.35 -2.62 -2.17
C: -0.20 -1.30 -2.95
O: 0.17 -1.29 -4.11
O: -0.52 -0.26 -2.27
H: 0.02 -2.52 -1.16
H: -1.41 -2.85 -2.11
C: 4.43 -0.65 -1.73
C: 4.17 0.70 -1.96
C: 3.02 1.29 -1.47
C: 2.08 0.55 -0.73
C: 2.37 -0.80 -0.49
C: 3.52 -1.39 -0.99
N: 0.88 1.10 -0.30
C: 0.84 2.35 0.23
C: -0.51 3.04 0.10
C: -0.64 4.29 0.91
C: 0.44 4.87 1.48
C: 1.73 4.28 1.42
C: 1.89 3.02 0.83
H: 5.33 -1.12 -2.13
H: 4.86 1.29 -2.55
H: 2.81 2.33 -1.68
H: 1.67 -1.37 0.10
H: 3.69 -2.44 -0.81
H: -0.57 3.31 -0.98
H: -1.63 4.72 0.98
H: 0.32 5.80 2.03
H: 2.57 4.76 1.91
H: 2.86 2.53 0.87
S: -3.16 2.44 0.59
C: -1.65 2.03 0.14

---

4.
A 2-piece molecular cluster, C3H9O2S overall. Source: the OMol25 dataset; level of theory: wB97M-V/def2-TZVPD.

Values from the calculation:
E_HOMO in eV: -3.160
Charge: -1
Electronic energy in eV: -18187.300
Gap between HOMO and LUMO in eV: 6.51
Energy above the lowest of the compared OMol25 structures with the same formula, charge and spin in kJ/mol: 60.1

Cartesian coordinates (Å):
C: 0.98 -0.89 0.33
O: 1.68 -0.22 -0.60
C: -0.56 -0.95 -0.03
C: -1.15 0.45 -0.18
S: -2.61 0.52 -1.31
H: 1.09 -0.42 1.33
H: 1.21 -1.98 0.39
H: -0.62 -1.62 -0.88
H: -1.12 -1.47 0.77
H: -0.36 1.06 -0.62
H: -1.39 0.84 0.80
H: -2.41 -0.71 -1.85
H: 1.65 1.78 1.39
H: 1.97 1.42 -0.04
O: 1.63 2.18 0.51